115
Properties=species:S:1:pos:R:3:mulliken_charge:R:1 method="wB97M-V/def2-TZVPD" orbital_gap_ev=6.377 charge=-1 e_tot_ha=-5660.95202 e_homo_ev=-4.8 e_above_lowest_kj_mol=137.11
Sn 0.201 -2.706 1.985 0.722
S 2.333 -3.126 3.237 -0.602
C 2.002 -2.138 4.670 0.775
C 2.649 -2.491 5.838 -0.802
C 2.321 -1.894 7.039 0.579
C 2.977 -2.303 8.286 -0.150
N 3.422 -2.703 9.276 -0.531
C 1.284 -0.908 7.031 0.525
C 0.801 -0.410 5.850 -1.087
C 1.120 -1.042 4.656 -0.417
S 0.400 -0.529 3.137 -0.046
C 0.636 -0.491 8.234 -0.172
N -0.087 -0.294 9.098 -0.523
H 3.326 -3.392 6.023 0.281
H 0.198 0.400 5.803 0.964
C 5.706 6.026 -10.251 -0.907
O 6.050 6.178 -8.892 -0.448
C 5.317 5.608 -7.928 0.786
C 5.800 5.638 -6.628 -0.732
C 5.085 4.999 -5.605 -0.477
C 3.894 4.368 -5.855 0.100
C 3.385 4.329 -7.165 -1.330
C 4.110 4.970 -8.145 0.011
C 3.340 3.517 -4.816 0.434
N 2.615 2.404 -4.924 -0.759
C 2.306 2.076 -3.604 0.547
C 2.743 3.052 -2.737 0.160
N 3.367 3.963 -3.522 -0.166
C 2.458 3.000 -1.339 0.569
C 2.622 4.053 -0.439 -0.661
C 2.091 3.948 0.797 -1.112
C 1.532 2.746 1.177 -0.370
N 1.293 1.798 0.358 -0.145
C 1.741 1.908 -0.886 0.242
C 1.333 0.805 -1.763 -0.306
N 0.692 -0.212 -1.247 0.106
C 0.333 -1.192 -2.070 -0.868
C 0.622 -1.187 -3.454 -0.718
C 1.282 -0.110 -3.987 -0.624
C 1.594 0.952 -3.164 1.210
H 6.569 6.509 -10.759 0.231
H 4.783 6.501 -10.414 0.375
H 5.620 4.980 -10.492 0.381
H 6.734 6.124 -6.352 0.390
H 5.475 5.112 -4.604 0.301
H 2.489 3.830 -7.367 0.520
H 3.692 5.092 -9.135 0.322
H 3.670 4.843 -3.247 0.191
H 3.067 4.972 -0.805 0.377
H 2.044 4.670 1.561 0.484
H 1.195 2.556 2.178 0.474
H -0.132 -2.065 -1.642 0.537
H 0.373 -2.088 -3.985 0.528
H 1.590 -0.177 -5.045 0.401
Cl -3.399 -6.432 -1.144 -0.185
C -3.583 -4.718 -0.684 0.685
Cl -4.976 -3.880 -1.350 -0.175
H -2.722 -4.159 -1.035 -0.096
H -3.651 -4.644 0.358 -0.237
I 4.268 -1.984 -1.872 0.025
C 3.430 -3.985 -1.640 -0.139
C 2.861 -4.318 -0.471 -0.066
C 2.207 -5.546 -0.446 -0.322
C 2.113 -6.334 -1.591 -0.535
C 2.751 -5.883 -2.727 -0.314
N 3.319 -4.653 -2.763 -0.500
H 2.905 -3.765 0.413 0.484
H 1.836 -5.998 0.441 0.555
H 1.562 -7.261 -1.590 0.399
H 2.731 -6.359 -3.709 0.390
Te -1.474 -3.360 4.113 -0.160
C -2.011 -5.337 3.457 0.149
C -3.346 -5.524 3.205 -0.606
C -3.862 -6.786 3.094 -0.605
C -3.030 -7.866 3.142 -0.334
C -1.626 -7.692 3.393 -0.564
C -1.160 -6.430 3.549 -0.218
H -4.006 -4.691 3.126 0.502
H -4.956 -6.935 3.035 0.308
H -3.388 -8.885 3.223 0.367
H -1.026 -8.590 3.670 0.299
H -0.092 -6.278 3.689 0.359
C -4.904 2.959 -1.058 -1.116
Si -3.246 2.014 -1.359 0.164
C -3.635 0.526 -2.409 -0.876
C -1.899 3.051 -2.179 -0.985
C -2.343 1.601 0.222 -0.606
Te -3.492 0.399 1.604 0.148
C -3.023 1.694 3.251 -0.723
Si -4.202 1.495 4.688 0.236
C -3.921 2.893 5.910 -1.033
C -3.908 -0.173 5.418 -0.759
C -6.068 1.553 4.245 -1.208
H -5.211 3.440 -1.972 0.354
H -4.799 3.826 -0.400 0.338
H -5.669 2.320 -0.666 0.316
H -4.041 0.836 -3.403 0.331
H -4.379 -0.095 -1.878 0.240
H -2.827 -0.183 -2.723 0.270
H -1.197 2.415 -2.584 0.125
H -1.407 3.621 -1.441 0.329
H -2.205 3.780 -2.923 0.490
H -2.147 2.556 0.746 0.273
H -1.415 1.097 -0.006 0.242
H -3.081 2.720 2.882 0.421
H -2.000 1.438 3.516 0.287
H -4.846 2.948 6.512 0.234
H -3.674 3.861 5.386 0.291
H -3.070 2.629 6.571 0.325
H -4.258 -0.924 4.699 0.214
H -4.464 -0.373 6.318 0.386
H -2.886 -0.488 5.648 0.170
H -6.633 2.431 3.908 0.344
H -6.548 1.136 5.115 0.352
H -6.338 0.817 3.517 0.388